[1]
DFT (ωB97M-V/def2-TZVPD) results for a cluster of 4 separate species, C24H58O14P2 in total.

Structure (XYZ):
```
98
Properties=species:S:1:pos:R:3
C 0.640 0.233 1.985
O 1.241 1.479 2.474
C 2.086 2.156 1.533
C 3.562 1.851 1.471
O 3.929 0.486 0.984
C 4.002 0.447 -0.399
C 2.711 -0.051 -1.071
O 2.428 -1.457 -0.847
C 3.314 -2.367 -1.586
H -0.044 -0.182 2.725
H 1.361 -0.573 1.852
H 0.095 0.450 1.066
H 2.081 3.192 1.869
H 1.616 2.276 0.557
H 3.800 1.787 2.533
H 4.228 2.575 1.001
H 4.742 -0.258 -0.779
H 4.252 1.427 -0.805
H 2.810 0.245 -2.115
H 1.859 0.490 -0.659
H 2.799 -3.307 -1.784
H 4.233 -2.499 -1.015
H 3.500 -2.081 -2.621
C 0.868 -5.298 -0.071
O -0.247 -4.589 0.640
C -0.119 -3.200 0.591
C -0.433 -2.498 -0.625
O -1.772 -2.830 -1.126
C -2.211 -1.827 -2.017
C -3.223 -2.348 -3.052
O -3.329 -1.503 -4.187
C -4.425 -1.751 -5.005
H 0.514 -6.321 -0.196
H 1.687 -5.340 0.647
H 1.024 -5.105 -1.132
H 0.860 -2.838 0.904
H -0.860 -2.831 1.299
H 0.297 -2.883 -1.337
H -0.351 -1.422 -0.476
H -1.328 -1.324 -2.412
H -2.740 -1.112 -1.387
H -4.214 -2.384 -2.598
H -2.950 -3.385 -3.247
H -4.381 -2.755 -5.427
H -4.617 -1.199 -5.925
H -5.284 -1.518 -4.376
C -1.159 2.370 4.459
C -1.230 3.117 5.719
O -2.628 3.314 5.881
P -3.701 2.085 6.313
O -4.054 1.150 5.203
O -3.023 1.379 7.657
C -3.521 0.130 7.970
C -2.506 -0.656 8.782
O -4.914 2.933 6.981
C -6.012 3.390 6.203
C -7.087 3.706 7.195
H -0.147 2.145 4.121
H -1.734 1.453 4.585
H -1.625 2.825 3.585
H -0.788 2.670 6.609
H -0.633 4.016 5.563
H -4.438 0.074 8.556
H -3.838 -0.450 7.103
H -1.561 -0.627 8.239
H -2.460 -0.117 9.728
H -2.700 -1.717 8.935
H -5.768 4.307 5.666
H -6.316 2.519 5.623
H -8.094 3.961 6.865
H -7.178 2.981 8.004
H -6.879 4.669 7.661
C 0.017 -2.298 -5.172
C 0.089 -0.710 -5.012
O 1.432 -0.610 -4.623
P 2.496 0.245 -5.439
O 2.298 0.373 -6.942
O 3.944 -0.239 -5.035
C 4.952 -0.277 -5.946
C 5.035 -1.686 -6.552
O 2.342 1.765 -4.735
C 3.369 2.758 -4.687
C 2.796 4.185 -4.419
H 0.228 -2.822 -4.239
H -0.996 -2.580 -5.462
H 0.682 -2.599 -5.981
H -0.082 -0.288 -6.003
H -0.677 -0.448 -4.282
H 5.000 0.623 -6.558
H 5.813 -0.156 -5.287
H 5.671 -1.546 -7.426
H 5.553 -2.280 -5.799
H 4.061 -2.163 -6.658
H 4.224 2.427 -4.098
H 3.905 2.847 -5.632
H 3.298 4.977 -4.975
H 1.768 4.360 -4.736
H 2.759 4.458 -3.364
```

Computed properties:
net charge = +1
E_HOMO (spin up / spin down) = -11.81 / -11.80 eV
expectation value of S² = 0.7558
molecular weight = 632.662 g/mol
LUMO level (spin up / spin down) = -2.5 / -8.7 eV
total energy = -2684.9041 hartree
spin multiplicity = 2
orbital gap (spin up / spin down) = 9.33 / 3.14 eV

Table of Löwdin atomic charges, one value per atom, all in e: -0.041 -0.164 -0.185 -0.064 0.025 -0.134 -0.081 -0.094 0.002 0.100 0.081 0.088 0.148 0.127 0.146 0.146 0.148 0.148 0.139 0.119 0.092 0.109 0.096 -0.039 -0.138 -0.277 -0.204 -0.106 -0.189 -0.176 -0.198 -0.118 0.084 0.092 0.075 0.115 0.141 0.107 0.114 0.097 0.129 0.123 0.128 0.092 0.089 0.092 -0.107 -0.286 -0.195 0.588 -0.253 -0.165 -0.357 -0.068 -0.191 -0.271 -0.085 0.057 0.063 0.097 0.120 0.119 0.120 0.107 0.074 0.080 0.081 0.127 0.115 0.080 0.084 0.076 -0.043 -0.222 -0.213 0.510 -0.243 -0.205 -0.325 -0.037 -0.214 -0.271 -0.057 0.063 0.066 0.075 0.120 0.099 0.123 0.119 0.088 0.073 0.080 0.102 0.106 0.075 0.078 0.059

[2]
DFT (ωB97M-V/def2-TZVPD) results for a structure of composition C24H60In2N4NaO16P2.

Structure (XYZ):
```
109
Properties=species:S:1:pos:R:3
In -1.708 -4.190 -0.787
In -2.936 -0.094 -3.128
Na -3.271 -1.975 1.991
P -1.175 -0.882 -0.485
O -0.129 -1.377 0.597
O -0.978 -1.562 -1.857
O -1.315 0.692 -0.803
O -2.604 -1.477 -0.159
P -3.907 -3.432 -3.649
O -3.220 -2.533 -4.704
O -3.135 -4.684 -3.247
O -5.441 -3.595 -3.773
O -3.763 -2.687 -2.327
C -4.858 3.808 -3.831
O -4.056 3.009 -3.002
C -3.400 3.699 -2.005
C -1.934 3.787 -2.339
N -1.413 2.444 -2.711
C -0.066 2.464 -3.408
C 0.643 1.057 -3.653
O -0.004 0.139 -4.527
C 0.651 -1.102 -4.664
H -5.750 3.294 -4.189
H -4.520 4.326 -4.728
H -5.389 4.560 -3.247
H -3.504 2.962 -1.209
H -3.916 4.611 -1.708
H -1.350 4.149 -1.493
H -1.715 4.510 -3.123
H -1.187 1.977 -1.844
H 0.576 2.945 -2.670
H -0.069 3.008 -4.353
H 0.786 0.576 -2.685
H 1.679 1.136 -3.983
H -0.146 -1.770 -4.336
H 1.506 -1.235 -4.002
H 0.861 -1.506 -5.655
C -5.291 0.476 3.714
O -4.044 -0.178 3.446
C -2.877 0.463 3.959
C -1.671 0.191 3.150
N -1.159 -1.152 3.283
C 0.038 -1.314 4.146
C 1.372 -0.639 3.698
O 2.368 -0.718 4.671
C 3.109 -1.898 4.718
H -5.658 0.134 4.681
H -5.915 0.343 2.831
H -5.291 1.566 3.730
H -2.721 0.457 5.038
H -2.972 1.541 3.823
H -0.871 0.900 3.365
H -1.907 0.405 2.108
H -0.713 -1.429 2.420
H 0.293 -2.358 4.326
H -0.195 -0.921 5.136
H 1.124 0.381 3.407
H 1.682 -0.842 2.673
H 2.493 -2.741 5.033
H 3.905 -1.774 5.452
H 3.499 -2.294 3.780
C -0.847 4.140 3.233
O -1.675 3.478 2.266
C -0.931 3.313 1.115
C 0.341 2.323 1.242
N 0.663 2.191 -0.161
C 1.953 1.494 -0.250
C 2.877 2.442 -1.121
O 4.075 1.821 -1.612
C 4.654 2.498 -2.750
H -1.330 4.092 4.209
H -0.758 5.214 3.070
H 0.176 3.817 3.426
H -0.549 4.276 0.776
H -1.750 3.109 0.424
H -0.015 1.346 1.569
H 1.283 2.531 1.749
H 0.014 1.502 -0.512
H 1.690 0.516 -0.654
H 2.494 1.226 0.657
H 3.133 3.276 -0.468
H 2.377 2.865 -1.992
H 5.687 2.151 -2.775
H 4.683 3.588 -2.769
H 4.305 2.171 -3.730
C 0.446 -4.920 3.037
O 0.198 -5.243 1.650
C 1.433 -5.370 0.876
C 2.011 -3.970 0.460
N 1.207 -3.315 -0.578
C 1.969 -2.602 -1.587
C 3.244 -1.741 -1.181
O 4.541 -2.321 -1.419
C 5.696 -1.626 -0.944
H 0.719 -5.723 3.722
H -0.409 -4.469 3.540
H 1.244 -4.179 2.981
H 1.093 -5.785 -0.072
H 2.052 -6.077 1.430
H 3.041 -4.057 0.114
H 2.084 -3.228 1.256
H 0.734 -2.517 -0.179
H 1.229 -1.977 -2.087
H 2.308 -3.289 -2.363
H 3.099 -1.462 -0.137
H 3.113 -0.869 -1.822
H 5.724 -1.513 0.140
H 5.614 -0.659 -1.441
H 6.621 -2.124 -1.235
```

Computed properties:
net charge = +1
ΔE to the lowest compared entry with this formula, charge and spin = 123.12 kcal per mole
E_HOMO = -10.81 eV
molecular weight = 975.330 g/mol
LUMO level = -7.9 eV
total energy = -3597.9796 hartree
spin multiplicity = 1
orbital gap = 2.88 eV

Here are the Löwdin charges for atoms 1 to 99, given in e: 1.125 1.374 0.536 0.125 -0.310 -0.381 -0.401 -0.460 -0.034 -0.301 -0.239 -0.080 -0.246 -0.105 -0.238 -0.227 -0.144 -0.011 -0.089 -0.176 -0.217 -0.086 0.091 0.096 0.088 0.123 0.139 0.114 0.133 0.007 0.092 0.128 0.089 0.126 0.076 0.079 0.101 -0.063 -0.210 -0.200 -0.231 -0.043 -0.146 -0.224 -0.147 -0.110 0.099 0.093 0.090 0.140 0.115 0.108 0.115 0.044 0.088 0.126 0.097 0.108 0.076 0.099 0.084 -0.099 -0.175 -0.210 -0.144 -0.052 -0.161 -0.170 -0.202 -0.097 0.088 0.090 0.086 0.114 0.103 0.080 0.122 0.003 0.085 0.120 0.124 0.085 0.084 0.089 0.076 -0.084 -0.289 -0.148 -0.155 -0.077 -0.172 -0.173 -0.198 -0.079 0.093 0.080 0.063 0.104 0.126